# 1
{
  "formula": "C29H64HgN5O10",
  "method": "the ωB97M-V functional and the def2-TZVPD basis",
  "lumo_energy_ev": -2.186,
  "total_energy_ev": -63199.127,
  "total_charge": -1,
  "de_lowest_kcal_mol": 91.17,
  "species": ["Hg", "O", "O", "O", "O", "O", "O", "O", "O", "O", "O", "N", "N", "N", "N", "N", "C", "C", "C", "C", "C", "C", "C", "C", "C", "C", "C", "C", "C", "C", "C", "C", "C", "C", "C", "C", "C", "C", "C", "C", "C", "C", "C", "C", "C", "H", "H", "H", "H", "H", "H", "H", "H", "H", "H", "H", "H", "H", "H", "H", "H", "H", "H", "H", "H", "H", "H", "H", "H", "H", "H", "H", "H", "H", "H", "H", "H", "H", "H", "H", "H", "H", "H", "H", "H", "H", "H", "H", "H", "H", "H", "H", "H", "H", "H", "H", "H", "H", "H", "H", "H", "H", "H", "H", "H", "H", "H", "H", "H"],
  "coordinates": [[-5.840, 2.967, -0.300], [-2.918, 5.975, -1.115], [6.184, 6.744, 0.787], [2.865, -6.818, -2.560], [-1.501, 7.669, -6.095], [0.234, 7.835, -3.963], [-6.165, -5.702, -3.739], [-2.528, 0.444, -0.860], [2.388, 4.676, 5.858], [-4.639, 5.404, -3.521], [-0.916, -5.248, 3.937], [9.525, 7.890, 2.165], [-6.633, -2.991, -2.471], [-0.788, 3.601, 4.244], [3.361, -8.323, -4.721], [-2.787, -2.095, 3.975], [-1.369, 0.555, -1.631], [0.066, 2.777, 6.305], [-1.878, -3.078, 4.534], [8.127, 7.948, 1.738], [-2.512, -3.435, 5.871], [-3.495, 5.950, -3.576], [1.798, -7.565, -3.115], [8.014, 9.199, 0.837], [2.435, -5.413, -2.494], [-3.112, 6.355, -4.811], [-2.580, 6.290, -2.368], [-6.007, -5.428, -2.411], [5.554, 5.503, 0.358], [1.049, -8.563, -5.399], [1.417, 4.450, 4.776], [-0.888, 7.385, -3.781], [-8.577, -4.657, -2.439], [-7.045, -4.339, -2.075], [0.023, 3.986, 5.371], [-0.586, -6.391, 3.198], [-4.999, -6.273, -4.376], [1.988, -7.733, -4.585], [-0.108, 1.100, -0.996], [-1.816, 7.119, -5.018], [7.628, 6.697, 1.045], [-1.102, -0.786, -2.319], [-1.396, 6.962, -2.482], [-1.851, -4.284, 3.484], [3.540, 5.252, 5.255], [0.793, -7.229, -2.859], [-1.003, -6.655, 2.226], [-6.242, -6.342, -1.866], [-9.204, -3.878, -2.005], [-0.952, 2.394, 6.389], [3.281, -4.915, -2.022], [-0.242, 2.919, 3.736], [-0.794, 7.105, -1.597], [7.010, 9.622, 0.819], [1.198, -9.618, -5.168], [-5.816, -2.613, -2.013], [-2.899, -4.568, 3.386], [2.162, -6.783, -5.090], [-1.401, -3.953, 2.548], [3.352, 6.171, 4.699], [0.668, 1.257, -1.745], [-0.433, 4.809, 5.921], [1.514, 5.213, 4.003], [-1.336, -1.637, -1.679], [-4.994, -5.121, -2.150], [-0.711, 4.332, 3.551], [-3.590, -3.270, 5.890], [-7.167, -4.351, -0.992], [-9.071, -5.531, -2.014], [7.570, 8.110, 2.661], [3.970, 4.525, 4.566], [1.793, -5.166, -1.648], [-0.350, 2.031, -0.483], [-8.781, -4.535, -3.503], [2.236, -4.971, -3.471], [-6.246, -3.102, -3.398], [-1.791, -0.867, -3.160], [0.641, 1.927, 5.939], [1.219, -8.453, -6.470], [-0.791, -7.230, 3.862], [9.648, 7.373, 3.024], [8.732, 10.010, 0.965], [-2.370, -1.709, 3.139], [-0.875, -2.705, 4.740], [-2.172, -2.840, 6.719], [3.830, -7.910, -3.928], [8.169, 6.695, 0.099], [-2.366, -4.495, 6.074], [1.882, 3.638, 4.217], [-5.243, -6.855, -5.265], [0.187, 0.439, -0.181], [-0.105, -0.772, -2.760], [3.279, -9.327, -4.648], [0.480, -6.263, 3.007], [4.431, 5.492, 5.836], [7.858, 5.815, 1.643], [-3.699, 6.188, -5.702], [5.600, 4.919, 1.277], [-3.677, -2.496, 3.718], [-4.496, -6.987, -3.723], [9.901, 8.817, 2.307], [0.313, 2.984, 7.346], [4.571, 5.875, 0.069], [0.027, -8.268, -5.159], [-1.611, 1.250, -2.435], [6.062, 4.940, -0.425], [8.223, 8.993, -0.213], [1.896, -8.532, -2.622], [-4.228, -5.513, -4.503]]
}



# 2
{
  "formula": "C24H18HgN4O2S",
  "method": "the ωB97M-V functional and the def2-TZVPD basis",
  "lumo_energy_ev": [2.373, 2.758],
  "total_energy_ev": -50246.697,
  "total_charge": -1,
  "multiplicity": 2,
  "species": ["Hg", "S", "O", "O", "N", "N", "N", "N", "C", "C", "C", "C", "C", "C", "C", "C", "C", "C", "C", "C", "C", "C", "C", "C", "C", "C", "C", "C", "C", "C", "C", "C", "H", "H", "H", "H", "H", "H", "H", "H", "H", "H", "H", "H", "H", "H", "H", "H", "H", "H"],
  "coordinates": [[-0.880, -0.740, -0.757], [-2.855, -1.873, -1.703], [0.970, -1.066, -1.770], [0.900, -0.109, 0.847], [-1.918, 0.609, 0.605], [-1.192, -1.908, 1.215], [-1.192, 1.260, -1.877], [-1.989, -3.594, -3.733], [-0.824, 2.791, -3.668], [2.869, -0.503, -0.396], [-2.287, -2.866, -2.887], [-1.394, 3.820, -2.910], [-2.937, 2.397, 2.439], [-1.863, 3.543, -1.649], [-1.745, 2.246, -1.119], [4.263, -0.343, -0.387], [2.199, -0.761, -1.645], [4.363, -0.513, -2.764], [-0.780, -3.691, 2.748], [-2.135, 1.891, 0.233], [2.105, -0.358, 0.820], [-2.660, 2.813, 1.146], [-0.741, -3.121, 1.488], [5.010, -0.352, -1.536], [2.841, -0.468, 2.148], [-1.842, -1.689, 3.504], [-1.364, -2.945, 3.778], [-1.734, -1.154, 2.208], [-0.764, 1.533, -3.100], [-2.125, 0.206, 1.877], [-2.657, 1.094, 2.819], [3.014, -0.715, -2.818], [-2.307, 4.332, -1.063], [4.768, -0.167, 0.554], [-0.441, 2.971, -4.660], [-0.346, 0.696, -3.647], [-0.312, -3.664, 0.653], [3.471, 0.407, 2.284], [-2.294, -1.108, 4.292], [-1.460, 4.822, -3.311], [2.102, -0.500, 2.944], [4.942, -0.471, -3.679], [-2.843, 0.781, 3.835], [2.511, -0.856, -3.765], [-1.433, -3.353, 4.779], [-2.836, 3.838, 0.862], [-3.344, 3.094, 3.159], [6.082, -0.218, -1.497], [-0.376, -4.674, 2.925], [3.457, -1.363, 2.178]]
}



# 3
{
  "formula": "C4H7ClO",
  "method": "the ωB97M-V functional and the def2-TZVPD basis",
  "lumo_energy_ev": 0.910,
  "total_energy_ev": -18829.933,
  "total_charge": 0,
  "smiles": "OCC1(Cl)CC1",
  "de_lowest_kcal_mol": 36.79,
  "species": ["Cl", "O", "C", "C", "C", "C", "H", "H", "H", "H", "H", "H", "H"],
  "coordinates": [[0.862, -2.004, -0.152], [1.058, 0.430, 1.940], [-1.424, -0.290, -0.182], [0.131, -0.420, -0.164], [-0.638, 0.157, -1.393], [1.106, 0.533, 0.560], [2.093, 0.349, 0.120], [-0.472, 1.259, -1.531], [-1.782, 0.501, 0.534], [-0.712, -0.387, -2.295], [-2.114, -1.143, -0.111], [0.892, 1.542, 0.480], [1.000, -0.526, 2.193]]
}



# 4
{
  "formula": "C4H13NO2",
  "method": "the ωB97M-V functional and the def2-TZVPD basis",
  "lumo_energy_ev": [-3.357, -8.114],
  "total_energy_ev": -9934.637,
  "total_charge": 1,
  "multiplicity": 2,
  "de_lowest_kcal_mol": 35.01,
  "species": ["O", "O", "N", "C", "C", "C", "C", "H", "H", "H", "H", "H", "H", "H", "H", "H", "H", "H", "H", "H"],
  "coordinates": [[-0.196, 2.269, 0.696], [2.450, -1.437, -0.147], [-1.297, -0.861, 0.486], [-0.763, -0.652, -0.831], [0.335, 1.714, -0.518], [-0.600, 0.796, -1.271], [-0.501, -1.613, 1.403], [0.133, -1.216, -0.928], [-1.560, 1.282, -1.441], [0.441, -1.112, 1.651], [-1.448, -1.125, -1.504], [0.469, 2.589, -1.135], [-1.751, -0.041, 0.893], [-0.559, 1.587, 1.267], [-0.986, -1.818, 2.349], [-0.292, -2.576, 0.931], [1.347, 1.349, -0.316], [2.092, -0.604, 0.171], [-0.208, 0.710, -2.267], [3.370, -1.221, -0.350]]
}



# 5
{
  "formula": "C6H11NO",
  "method": "the ωB97M-V functional and the def2-TZVPD basis",
  "lumo_energy_ev": 0.930,
  "total_energy_ev": -9934.778,
  "total_charge": 0,
  "smiles": "C=CCC[C@@H](N)C=O",
  "de_lowest_kcal_mol": 84.78,
  "species": ["O", "N", "C", "C", "C", "C", "C", "C", "H", "H", "H", "H", "H", "H", "H", "H", "H", "H", "H"],
  "coordinates": [[-1.027, 2.592, 0.106], [2.159, 1.647, -0.753], [-1.374, -1.625, 0.588], [0.922, 1.185, -0.040], [-0.153, -1.221, -0.199], [-1.439, -2.553, 1.521], [0.085, 2.443, 0.481], [0.004, 0.114, -0.858], [0.790, -1.494, 0.363], [0.477, 0.033, -1.877], [1.861, 2.201, -1.638], [-0.917, 0.575, -1.199], [0.599, 3.275, 1.125], [-2.123, -0.841, 0.289], [-0.317, -1.825, -1.218], [2.559, 0.886, -1.154], [1.057, 0.584, 0.860], [-2.565, -2.886, 1.868], [-0.598, -3.089, 1.733]]
}



# 6
{
  "formula": "C8H6",
  "method": "the ωB97M-V functional and the def2-TZVPD basis",
  "lumo_energy_ev": -0.267,
  "total_energy_ev": -8384.083,
  "total_charge": 0,
  "smiles": "C#CC(=C)C(=C)C#C",
  "de_lowest_kcal_mol": 118.80,
  "species": ["C", "C", "C", "C", "C", "C", "C", "C", "H", "H", "H", "H", "H", "H"],
  "coordinates": [[-2.953, -0.160, 0.039], [-1.833, 0.250, -0.096], [-0.605, 0.745, -0.296], [-0.070, -1.724, -0.014], [0.291, -0.333, -0.193], [1.669, -0.094, -0.152], [0.064, 1.870, -0.120], [2.930, -0.003, -0.032], [4.075, -0.346, 0.519], [1.225, 1.948, -0.086], [0.631, -2.366, -0.133], [-3.859, -0.575, 0.166], [-0.471, 2.828, 0.607], [-1.096, -2.040, -0.208]]
}



# 7
{
  "formula": "C4H5NO",
  "method": "the ωB97M-V functional and the def2-TZVPD basis",
  "lumo_energy_ev": 0.782,
  "total_energy_ev": -7764.769,
  "total_charge": 0,
  "smiles": "C[C@@]1(C#N)CO1",
  "de_lowest_kcal_mol": 40.53,
  "species": ["O", "N", "C", "C", "C", "C", "H", "H", "H", "H", "H"],
  "coordinates": [[-1.032, 0.642, 1.004], [-1.892, -0.864, -1.867], [-0.266, 0.074, -0.046], [0.996, 0.679, -0.568], [-1.159, -0.498, -1.053], [-0.290, -0.544, 1.272], [0.502, -0.362, 1.995], [0.778, 1.536, -1.202], [1.627, 0.953, 0.279], [-0.783, -1.507, 1.286], [1.513, -0.093, -1.152]]
}



# 8
{
  "formula": "C7H10",
  "method": "the ωB97M-V functional and the def2-TZVPD basis",
  "lumo_energy_ev": 0.393,
  "total_energy_ev": -7412.854,
  "total_charge": 0,
  "de_lowest_kcal_mol": 188.66,
  "species": ["C", "C", "C", "C", "C", "C", "C", "H", "H", "H", "H", "H", "H", "H", "H", "H", "H"],
  "coordinates": [[0.960, -0.775, 1.211], [-1.468, -0.644, -0.540], [1.257, 0.448, 0.404], [-0.011, -0.471, -1.115], [1.194, -0.917, -0.265], [-1.343, 0.801, -0.052], [0.022, 0.916, -0.396], [2.018, -1.513, -0.644], [-2.268, -0.814, -1.269], [1.782, -1.120, 1.834], [2.121, 1.077, 0.598], [0.087, -0.595, -2.195], [-2.096, 1.560, -0.222], [-0.012, 2.208, -0.094], [-1.521, -1.425, 0.225], [-0.019, -0.916, 1.661], [-0.704, 2.179, 0.860]]
}



# 9
{
  "formula": "C5H16NO",
  "method": "the ωB97M-V functional and the def2-TZVPD basis",
  "lumo_energy_ev": -3.233,
  "total_energy_ev": -8974.597,
  "total_charge": 1,
  "de_lowest_kcal_mol": 44.24,
  "species": ["O", "N", "C", "C", "C", "C", "C", "H", "H", "H", "H", "H", "H", "H", "H", "H", "H", "H", "H", "H", "H", "H", "H"],
  "coordinates": [[-2.714, -2.630, -1.207], [-1.221, -1.112, 0.646], [0.344, -0.942, 0.451], [0.701, 1.501, 0.897], [0.521, 0.466, -0.158], [1.994, 0.482, -0.866], [1.103, 2.884, 0.479], [2.656, 1.150, -0.294], [-2.262, -3.074, -1.930], [-3.636, -2.497, -1.499], [-0.158, 0.662, -0.856], [1.007, -1.212, 1.329], [-1.482, -1.903, 1.301], [0.489, -1.843, -0.182], [1.703, 0.846, -1.886], [1.278, 2.941, -0.566], [1.945, 3.270, 1.056], [1.302, 1.117, 1.765], [0.390, 3.641, 0.741], [2.539, -0.455, -0.938], [-1.577, -0.187, 0.999], [-1.706, -1.491, -0.288], [-0.205, 1.521, 1.566]]
}



# 10
{
  "formula": "C20H26FN3O4S2",
  "method": "the ωB97M-V functional and the def2-TZVPD basis",
  "lumo_energy_ev": 0.585,
  "total_energy_ev": -58209.575,
  "total_charge": 0,
  "smiles": "CCN(CC)S(=O)(=O)c1ccc(N2CCCC2)c(NS(=O)(=O)c2ccc(F)cc2)c1",
  "de_lowest_kcal_mol": 32.67,
  "species": ["S", "S", "F", "O", "O", "O", "O", "N", "N", "N", "C", "C", "C", "C", "C", "C", "C", "C", "C", "C", "C", "C", "C", "C", "C", "C", "C", "C", "C", "C", "H", "H", "H", "H", "H", "H", "H", "H", "H", "H", "H", "H", "H", "H", "H", "H", "H", "H", "H", "H", "H", "H", "H", "H", "H", "H"],
  "coordinates": [[0.016, 2.809, 0.930], [0.442, -2.627, -0.253], [4.102, -0.333, 3.685], [0.950, 2.185, 1.832], [0.690, -2.032, -1.538], [-0.794, 3.885, 1.424], [0.417, -4.058, -0.160], [-1.047, -2.109, 0.336], [0.791, 3.344, -0.450], [-3.141, -1.513, -1.668], [-2.559, -2.797, -2.053], [1.496, -2.362, 2.252], [-0.737, 0.220, 0.534], [-2.776, 0.825, -1.204], [-4.625, -2.519, -3.188], [1.493, 1.667, -2.106], [1.869, 5.460, 0.284], [1.889, 2.513, -0.897], [0.873, 4.775, -0.648], [2.511, -1.010, 0.527], [-4.262, -1.189, -2.537], [-1.022, 1.538, 0.245], [3.268, -0.861, 2.777], [3.369, -0.451, 1.458], [-1.441, -0.814, -0.057], [-2.454, -0.532, -1.006], [1.586, -1.951, 0.936], [-3.251, -3.155, -3.367], [2.348, -1.812, 3.192], [-2.066, 1.844, -0.605], [-2.799, -3.564, -1.305], [2.362, 1.138, -2.490], [2.537, -0.728, -0.513], [1.582, 5.264, 1.314], [2.308, -2.100, 4.230], [-3.292, -4.229, -3.528], [4.101, 0.291, 1.182], [-5.081, -0.763, -1.953], [2.180, 1.869, -0.064], [0.763, -3.105, 2.521], [1.864, 6.533, 0.111], [0.038, 0.006, 1.250], [-1.476, -2.730, -2.163], [1.099, 2.305, -2.894], [-5.163, -2.386, -4.123], [-2.731, -2.693, -4.207], [-3.580, 1.087, -1.870], [2.878, 5.085, 0.126], [-1.749, -2.828, 0.279], [1.127, 4.957, -1.696], [-2.308, 2.877, -0.795], [-5.234, -3.120, -2.512], [-3.968, -0.470, -3.314], [-0.127, 5.164, -0.452], [0.733, 0.937, -1.840], [2.742, 3.146, -1.157]]
}



# 11
{
  "formula": "C48H28N6S2Sr",
  "method": "the ωB97M-V functional and the def2-TZVPD basis",
  "lumo_energy_ev": 3.466,
  "total_energy_ev": -81682.717,
  "total_charge": -2,
  "de_lowest_kcal_mol": 0.00,
  "species": ["Sr", "S", "S", "N", "N", "N", "N", "N", "N", "C", "C", "C", "C", "C", "C", "C", "C", "C", "C", "C", "C", "C", "C", "C", "C", "C", "C", "C", "C", "C", "C", "C", "C", "C", "C", "C", "C", "C", "C", "C", "C", "C", "C", "C", "C", "C", "C", "C", "C", "C", "C", "C", "C", "C", "C", "C", "C", "H", "H", "H", "H", "H", "H", "H", "H", "H", "H", "H", "H", "H", "H", "H", "H", "H", "H", "H", "H", "H", "H", "H", "H", "H", "H", "H", "H"],
  "coordinates": [[-0.746, -0.780, -0.087], [-1.192, -3.742, 0.424], [-3.716, -1.326, 0.204], [0.234, 0.237, 1.999], [-3.564, -6.386, 1.308], [0.242, 0.240, -2.198], [-1.177, 1.745, -0.089], [1.794, -1.118, -0.105], [-6.336, -3.735, 1.057], [-3.844, 2.618, 5.200], [-0.371, 1.188, -2.949], [4.708, -2.925, -5.558], [2.014, -3.235, 4.029], [-2.467, 5.085, -4.549], [-3.121, 1.978, 4.205], [1.084, -0.459, 2.784], [3.343, -2.669, 0.584], [2.418, -1.630, -1.187], [-2.898, -3.955, 0.694], [1.207, 0.288, -4.282], [1.220, -0.312, -2.956], [3.054, -1.838, -3.573], [-5.241, -3.433, 0.855], [-2.225, 2.687, 3.406], [-3.288, -5.301, 1.030], [-2.767, 2.331, -4.569], [2.012, -1.415, 2.327], [3.399, -2.621, -0.765], [-2.010, 2.921, -3.560], [-3.886, -3.011, 0.607], [-2.768, 3.261, -0.751], [4.025, -1.961, 3.746], [-3.683, 3.981, 5.415], [5.254, -2.161, -4.534], [2.176, -1.247, -2.523], [2.706, -2.211, 3.383], [3.947, -3.727, 5.378], [-1.734, 2.327, -1.172], [4.643, -2.711, 4.738], [4.433, -1.623, -3.554], [-2.791, 3.227, 0.600], [-1.354, 2.091, -2.510], [3.338, -3.144, -5.589], [0.918, -0.049, 4.165], [-0.046, 0.905, 4.171], [-1.771, 2.276, 1.012], [-2.795, 4.697, 4.625], [-3.367, 3.103, -5.555], [-1.452, 1.979, 2.345], [-3.220, 4.483, -5.549], [2.337, -1.703, 0.995], [0.222, 1.214, -4.278], [-1.869, 4.310, -3.566], [-0.472, 1.071, 2.793], [2.630, -3.988, 5.018], [-2.074, 4.054, 3.629], [2.521, -2.605, -4.606], [1.475, -0.424, 5.011], [-3.689, 5.087, -6.317], [4.023, -3.216, -1.413], [4.428, -4.315, 6.150], [5.670, -2.501, 5.011], [-3.254, 0.918, 4.024], [-3.450, 3.776, 1.254], [4.565, -1.167, 3.244], [-0.044, 1.886, -5.079], [3.917, -3.305, 1.240], [5.347, -3.347, -6.324], [1.892, 0.067, -5.085], [1.452, -2.783, -4.625], [2.906, -3.745, -6.381], [6.322, -1.979, -4.502], [4.851, -1.021, -2.757], [-2.341, 6.162, -4.535], [-3.406, 3.842, -1.397], [-3.958, 2.627, -6.327], [-2.889, 1.255, -4.568], [-2.661, 5.761, 4.784], [-1.275, 4.772, -2.787], [-4.542, 2.053, 5.804], [2.081, -4.785, 5.505], [-1.379, 4.609, 3.010], [-0.419, 1.454, 5.022], [-4.249, 4.482, 6.191], [0.992, -3.443, 3.734]]
}